# 1
74
Properties=species:S:1:pos:R:3:mulliken_charge:R:1 method="wB97M-V/def2-TZVPD" multiplicity=1 total_charge=-1 lumo_energy_ev=2.336 homo_lumo_gap_ev=7.1
C -2.875 -3.221 -2.006 -0.92
C -2.142 -3.500 -3.318 -0.35
O -0.908 -4.157 -3.114 -0.45
C 0.210 -3.288 -3.212 -0.24
C 1.413 -3.882 -2.519 -1.18
C 2.459 -2.794 -2.187 0.08
C 3.024 -2.860 -0.758 -1.33
C 3.059 -1.489 -0.051 -0.53
Ga 1.240 -0.568 -0.048 -0.63
C -0.184 -2.025 0.237 0.42
C -0.105 -2.847 1.481 0.32
O -1.025 -3.532 1.905 -0.64
O 1.121 -2.852 2.197 -0.20
C 1.127 -2.070 3.327 0.78
C 2.388 -1.301 3.609 -0.71
O 0.168 -2.020 4.083 -0.58
O 1.059 0.314 -1.719 -0.73
C 2.288 0.873 -2.104 0.44
C 2.173 2.159 -2.925 -1.34
C 0.907 0.833 1.408 -0.17
Br 2.366 2.173 1.546 -0.27
C -0.463 1.481 1.144 -0.34
C -1.525 0.750 1.982 -1.55
H -2.734 -2.205 -1.659 0.10
H -3.931 -3.426 -2.161 0.44
H -2.525 -3.910 -1.244 0.27
H -2.767 -4.134 -3.944 0.42
H -1.959 -2.571 -3.859 0.28
H 0.429 -3.051 -4.258 0.37
H -0.033 -2.342 -2.723 0.23
H 1.848 -4.654 -3.150 0.39
H 1.088 -4.379 -1.608 0.34
H 2.029 -1.822 -2.413 -0.14
H 3.288 -2.960 -2.871 0.60
H 2.521 -3.603 -0.143 0.42
H 4.057 -3.203 -0.851 0.52
H 3.448 -1.678 0.943 0.41
H 3.841 -0.921 -0.554 0.71
H -0.042 -2.739 -0.577 -0.12
H -1.206 -1.676 0.165 0.13
H 2.720 -0.797 2.712 0.02
H 2.102 -0.526 4.308 0.30
H 3.169 -1.935 4.011 0.33
H 2.863 0.129 -2.672 0.22
H 2.909 1.111 -1.237 0.03
H 2.981 2.146 -3.658 0.40
H 1.237 2.266 -3.458 0.11
H 2.368 3.018 -2.289 0.32
H 0.830 0.424 2.409 0.12
H -0.474 2.513 1.461 0.67
H -0.763 1.370 0.107 0.23
H -1.975 -0.078 1.444 0.39
H -1.121 0.364 2.912 0.26
H -2.331 1.426 2.262 0.38
C -2.602 5.142 -4.174 -0.46
C -1.666 3.999 -4.497 0.30
O -1.093 3.708 -3.243 -0.15
C -2.000 4.058 -2.284 0.55
O -1.965 3.716 -1.159 -0.44
O -2.973 4.849 -2.828 -0.36
F -0.691 4.376 -5.365 -0.29
H -2.083 6.101 -4.213 0.28
H -3.477 5.177 -4.817 0.26
H -2.158 3.105 -4.885 0.28
C -1.938 1.889 6.545 -0.48
C -2.039 3.386 6.726 0.31
O -1.107 3.870 5.786 -0.35
C -1.024 2.945 4.770 0.53
O -0.530 3.149 3.721 -0.36
O -1.598 1.781 5.165 -0.20
F -1.666 3.779 7.975 -0.30
H -1.138 1.467 7.155 0.28
H -2.867 1.365 6.754 0.26
H -3.024 3.803 6.506 0.27

=====

# 2
120
Properties=species:S:1:pos:R:3:mulliken_charge:R:1 method="wB97M-V/def2-TZVPD" multiplicity=1 lumo_energy_ev=-0.681 homo_lumo_gap_ev=7.1
Pb -0.002 1.181 -0.363 1.82
C -2.208 4.111 2.535 -0.89
C -2.977 4.856 1.657 -0.53
C -2.586 4.969 0.333 -0.79
C -1.440 4.302 -0.081 0.41
N -0.723 3.554 0.762 -0.26
C -1.085 3.467 2.037 -0.15
C -0.966 4.308 -1.496 0.69
C -1.364 5.255 -2.433 -0.60
C -0.928 5.112 -3.738 -1.00
C -0.074 4.074 -4.074 -1.14
C 0.339 3.211 -3.069 0.80
N -0.128 3.330 -1.829 0.18
C 1.342 2.120 -3.263 0.58
C 2.242 2.151 -4.423 -1.27
C 3.228 1.267 -4.524 -1.26
C 3.482 0.245 -3.473 -0.24
C 2.419 0.210 -2.349 0.08
N 1.398 1.226 -2.362 1.00
H -2.482 4.006 3.575 0.49
H -3.884 5.339 1.998 0.43
H -3.181 5.536 -0.369 0.32
H -0.447 2.851 2.662 0.50
H -2.000 6.083 -2.151 0.47
H -1.246 5.818 -4.493 0.44
H 0.246 3.938 -5.096 0.45
H 2.084 2.900 -5.184 0.32
H 3.880 1.271 -5.390 0.47
H 3.659 -0.726 -3.937 0.53
H 1.938 -0.758 -2.203 -0.38
C 3.947 -4.137 0.360 -1.93
C 2.846 -3.654 1.294 1.27
C 2.614 -4.685 2.390 -1.68
O 1.684 -3.429 0.494 -0.40
C 1.158 -2.146 0.729 0.34
C 2.170 -1.432 1.638 -0.25
O 3.156 -2.417 1.912 -0.32
C 2.830 -0.100 1.139 3.04
O 1.830 0.841 0.926 -0.74
C 3.724 -0.301 -0.107 -1.18
C 4.813 -1.073 -0.082 -0.87
C 5.749 -1.182 -1.206 -1.01
C 5.669 -0.400 -2.276 -1.36
C 4.578 0.607 -2.423 0.23
C 3.491 0.588 -1.294 0.30
C 3.727 0.461 2.277 -0.02
C 4.607 1.497 1.964 -0.35
C 5.387 2.104 2.933 -0.92
C 5.302 1.693 4.257 -0.63
C 4.423 0.676 4.587 -0.93
C 3.643 0.068 3.609 -0.51
C -0.290 -2.278 1.299 1.20
O -0.667 -0.872 1.511 -0.44
C -1.243 -2.924 0.301 0.42
C -2.535 -3.253 0.718 -0.15
C -3.466 -3.757 -0.174 -1.12
C -3.123 -3.942 -1.507 -0.55
C -1.838 -3.642 -1.927 -0.82
C -0.906 -3.135 -1.031 -0.60
C -0.330 -2.957 2.662 -0.15
C -0.190 -2.215 3.833 -0.18
C -0.263 -2.832 5.074 -0.96
C -0.481 -4.198 5.164 -0.68
C -0.623 -4.944 4.003 -0.92
C -0.548 -4.329 2.764 0.29
H 3.662 -5.112 -0.034 0.49
H 4.885 -4.230 0.907 0.37
H 4.072 -3.446 -0.470 0.33
H 2.199 -5.599 1.964 0.31
H 1.933 -4.297 3.142 0.32
H 3.569 -4.909 2.865 0.52
H 1.070 -1.594 -0.214 -0.74
H 1.645 -1.150 2.550 0.28
H 5.054 -1.620 0.817 0.79
H 6.551 -1.906 -1.126 0.44
H 6.398 -0.466 -3.077 0.42
H 5.003 1.599 -2.603 0.47
H 3.264 1.585 -0.911 0.96
H 4.684 1.843 0.941 0.30
H 6.067 2.900 2.655 0.43
H 5.912 2.162 5.019 0.40
H 4.341 0.345 5.615 0.42
H 2.984 -0.732 3.916 0.41
H -2.820 -3.111 1.752 0.60
H -4.463 -3.999 0.172 0.42
H -3.855 -4.315 -2.212 0.43
H -1.552 -3.783 -2.961 0.48
H 0.083 -2.910 -1.401 0.22
H -0.042 -1.145 3.781 0.26
H -0.158 -2.237 5.973 0.46
H -0.547 -4.676 6.133 0.41
H -0.791 -6.012 4.063 0.46
H -0.659 -4.917 1.863 0.59
C -1.929 -0.566 1.480 0.21
C -3.074 -0.208 1.576 -0.27
C -4.450 0.173 1.415 0.33
C -5.005 1.224 2.144 -0.36
C -6.329 1.587 1.948 -0.68
C -7.114 0.898 1.035 -0.43
C -6.568 -0.153 0.310 -0.74
C -5.245 -0.516 0.495 0.03
H -4.390 1.748 2.864 0.53
H -6.756 2.405 2.515 0.41
H -8.147 1.182 0.885 0.40
H -7.177 -0.683 -0.411 0.42
H -4.801 -1.326 -0.071 0.48
Br -5.220 1.875 -6.552 -0.21
C -4.364 1.891 -4.855 -0.07
C -4.860 2.722 -3.862 -0.49
C -4.248 2.707 -2.618 -0.90
C -3.167 1.871 -2.380 0.11
C -2.654 1.077 -3.394 0.28
C -3.260 1.087 -4.646 -0.64
C -1.384 0.264 -3.189 0.02
O -0.631 0.165 -4.160 -0.76
O -1.173 -0.184 -2.009 0.14
H -5.715 3.354 -4.057 0.44
H -4.629 3.342 -1.828 0.55
H -2.729 1.816 -1.390 0.50
H -2.853 0.472 -5.436 0.55

=====

# 3
13
Properties=species:S:1:pos:R:3:mulliken_charge:R:1 method="wB97M-V/def2-TZVPD" multiplicity=1 smiles="C=C=C[C@H]1CN1" lumo_energy_ev=1.017 homo_lumo_gap_ev=10.1
C 2.200 0.626 1.103 -0.70
C 1.380 0.132 0.217 0.01
C 0.650 -0.442 -0.705 -0.34
C -0.789 -0.154 -0.991 0.10
C -1.856 -0.570 -0.038 -0.45
N -1.519 0.837 -0.213 -0.62
H 1.181 -1.179 -1.307 0.36
H 2.311 0.156 2.077 0.24
H 2.818 1.491 0.875 0.24
H -1.045 -0.137 -2.050 0.36
H -1.540 -1.072 0.874 0.25
H -2.840 -0.857 -0.404 0.25
H -0.951 1.169 0.563 0.29

=====

# 4
169
Properties=species:S:1:pos:R:3:mulliken_charge:R:1 method="wB97M-V/def2-TZVPD" multiplicity=1 total_charge=+1 lumo_energy_ev=-7.207 homo_lumo_gap_ev=2.8
Be -17.040 -7.693 -23.547 0.77
C -15.704 -1.912 -25.482 -1.17
C -15.615 -2.324 -23.984 0.64
C -16.390 -1.300 -23.078 -1.24
O -16.023 -3.659 -23.781 -0.40
H -15.218 -2.660 -26.109 0.24
H -15.278 -0.945 -25.749 0.38
H -16.740 -1.916 -25.820 0.31
H -14.602 -2.218 -23.595 0.11
H -16.020 -0.282 -23.193 0.35
H -16.294 -1.555 -22.022 0.33
H -17.435 -1.297 -23.390 0.34
C -19.435 -6.043 -26.155 -0.73
O -18.198 -6.790 -26.163 -0.18
C -17.439 -6.584 -27.339 -0.35
C -16.570 -7.804 -27.565 -1.02
N -15.718 -8.272 -26.418 -0.11
C -14.425 -7.624 -26.323 -0.83
C -13.711 -8.175 -25.051 -0.65
O -14.250 -7.634 -23.806 -0.15
C -13.295 -7.519 -22.746 -0.79
H -19.951 -6.165 -27.108 0.34
H -19.254 -4.997 -25.910 0.28
H -20.133 -6.422 -25.409 0.20
H -16.767 -5.736 -27.206 0.23
H -18.034 -6.442 -28.241 0.40
H -15.901 -7.592 -28.399 0.38
H -17.165 -8.644 -27.921 0.46
H -15.571 -9.263 -26.552 0.28
H -14.574 -6.545 -26.295 0.33
H -13.896 -7.804 -27.258 0.49
H -12.729 -7.710 -25.134 0.44
H -13.697 -9.259 -24.933 0.34
H -12.856 -8.501 -22.573 0.35
H -13.827 -7.132 -21.877 0.26
H -12.453 -6.835 -22.855 0.26
C -27.132 3.668 -22.429 -0.79
O -26.464 2.818 -23.423 -0.22
C -27.139 2.929 -24.702 -0.61
C -26.390 2.151 -25.800 -0.70
N -24.941 2.623 -25.859 -0.45
C -24.165 1.794 -26.783 -0.49
C -22.629 2.145 -26.811 -0.80
O -21.956 1.975 -25.633 -0.14
C -20.586 2.212 -25.686 -0.79
H -28.222 3.660 -22.405 0.32
H -26.801 4.677 -22.678 0.35
H -26.760 3.312 -21.468 0.20
H -27.173 3.984 -24.972 0.40
H -28.158 2.545 -24.666 0.39
H -26.924 2.285 -26.741 0.39
H -26.375 1.080 -25.597 0.35
H -24.621 2.515 -24.907 0.29
H -24.678 1.863 -27.742 0.39
H -24.139 0.828 -26.279 0.25
H -22.517 3.193 -27.087 0.39
H -22.123 1.604 -27.611 0.45
H -20.121 1.604 -26.462 0.33
H -20.238 2.005 -24.674 0.18
H -20.386 3.231 -26.018 0.33
C -7.814 -8.474 -29.358 -0.81
O -7.951 -7.052 -29.306 -0.33
C -8.697 -6.843 -28.109 -0.39
C -8.666 -5.376 -27.823 -0.56
N -9.277 -5.173 -26.490 -0.27
C -10.328 -4.126 -26.339 -0.67
C -9.759 -2.752 -26.328 -0.47
O -8.574 -2.795 -25.541 -0.34
C -7.820 -1.595 -25.496 -0.78
H -8.689 -9.090 -29.149 0.30
H -7.001 -8.880 -28.757 0.30
H -7.638 -8.849 -30.366 0.33
H -8.365 -7.349 -27.202 0.38
H -9.724 -7.183 -28.239 0.22
H -9.272 -4.937 -28.615 0.27
H -7.643 -5.046 -28.003 0.31
H -8.491 -4.876 -25.931 0.24
H -10.708 -4.301 -25.332 0.25
H -11.093 -4.264 -27.102 0.38
H -10.501 -2.063 -25.925 0.41
H -9.525 -2.404 -27.334 0.36
H -8.303 -0.792 -24.938 0.28
H -7.632 -1.160 -26.478 0.33
H -6.887 -1.759 -24.957 0.27
C -19.292 -4.889 -19.180 -1.42
C -19.385 -6.258 -19.935 0.39
C -20.355 -6.121 -21.127 -0.91
O -20.233 -7.259 -21.944 -0.20
C -21.348 -8.158 -21.760 -0.79
N -18.003 -6.540 -20.318 -0.53
H -18.942 -4.991 -18.153 0.39
H -20.243 -4.357 -19.174 0.35
H -18.646 -4.174 -19.690 0.39
H -19.725 -7.021 -19.235 0.33
H -20.048 -5.272 -21.737 0.28
H -21.393 -5.928 -20.856 0.42
H -22.286 -7.607 -21.831 0.30
H -21.274 -8.618 -20.774 0.31
H -21.302 -8.977 -22.477 0.24
H -17.560 -6.728 -19.430 0.30
H -17.591 -5.659 -20.593 0.23
C -9.511 -2.986 -20.562 -1.23
C -10.569 -2.124 -19.777 0.39
C -10.821 -0.715 -20.474 -0.76
O -11.701 0.051 -19.643 -0.37
C -12.179 1.238 -20.211 -0.63
N -11.829 -2.830 -19.656 -0.70
H -8.620 -2.406 -20.801 0.38
H -9.895 -3.325 -21.524 0.21
H -9.377 -3.937 -20.046 0.36
H -10.213 -1.823 -18.791 0.26
H -11.300 -0.832 -21.446 0.30
H -9.907 -0.159 -20.683 0.48
H -12.863 0.931 -21.003 0.21
H -11.311 1.791 -20.569 0.30
H -12.689 1.913 -19.523 0.25
H -12.150 -3.219 -20.531 0.24
H -12.495 -2.079 -19.538 0.32
C -14.708 6.949 -23.749 -1.33
C -15.358 6.861 -25.111 0.37
C -15.212 5.359 -25.551 -0.67
O -13.769 5.035 -25.699 -0.34
C -13.643 3.642 -25.949 -0.69
N -16.722 7.302 -24.981 -0.68
H -14.811 7.978 -23.406 0.39
H -13.650 6.706 -23.844 0.32
H -15.332 6.274 -23.165 0.36
H -14.861 7.485 -25.853 0.30
H -15.685 5.175 -26.516 0.37
H -15.584 4.665 -24.798 0.30
H -12.570 3.484 -26.058 0.28
H -14.125 3.312 -26.870 0.29
H -14.017 3.085 -25.090 0.27
H -17.161 7.526 -25.862 0.24
H -16.734 8.126 -24.397 0.23
C -14.485 -2.217 -32.165 -1.29
C -15.859 -2.777 -32.355 0.42
C -16.873 -2.020 -31.525 -0.69
O -18.107 -2.799 -31.441 -0.36
C -19.022 -2.104 -30.598 -0.62
N -16.182 -2.661 -33.753 -0.76
H -14.328 -1.990 -31.111 0.33
H -14.367 -1.300 -32.743 0.34
H -13.720 -2.942 -32.442 0.33
H -15.912 -3.842 -32.131 0.30
H -16.995 -1.025 -31.951 0.33
H -16.477 -1.934 -30.513 0.34
H -19.998 -2.577 -30.700 0.28
H -19.068 -1.101 -31.021 0.32
H -18.720 -2.244 -29.560 0.19
H -16.066 -1.710 -34.072 0.26
H -17.190 -2.728 -33.736 0.29
C -22.263 -0.968 -22.261 -1.42
C -23.707 -0.556 -22.227 1.21
C -24.585 -1.688 -21.766 -1.08
O -24.297 -3.015 -22.263 -0.30
C -24.535 -3.109 -23.614 -0.59
N -23.906 0.626 -21.422 -0.80
H -21.653 -0.092 -22.479 0.35
H -22.081 -1.752 -22.997 0.29
H -21.890 -1.186 -21.260 0.33
H -23.965 -0.276 -23.248 -0.06
H -25.663 -1.531 -21.743 0.46
H -24.332 -1.862 -20.720 0.31
H -25.579 -2.841 -23.775 0.29
H -24.404 -4.148 -23.918 0.21
H -23.796 -2.431 -24.041 0.21
H -23.357 1.371 -21.826 0.30
H -24.867 0.917 -21.535 0.26

=====

# 5
47
Properties=species:S:1:pos:R:3:mulliken_charge:R:1 method="wB97M-V/def2-TZVPD" multiplicity=1 smiles="CCOC(=O)c1c(NC(=O)CCc2ccc(CC)o2)sc(C)c1C" lumo_energy_ev=0.795 homo_lumo_gap_ev=8.6
C 0.232 3.753 -0.126 -0.66
C -0.888 3.461 -1.115 -0.33
H -1.579 4.303 -1.191 0.34
H -0.467 3.232 -2.100 0.28
O -1.692 2.365 -0.687 -0.34
C -1.200 1.140 -0.903 1.01
O -0.133 0.956 -1.473 -0.76
C -2.033 0.060 -0.402 0.27
C -1.567 -1.244 -0.452 0.05
N -0.353 -1.634 -0.948 0.20
C 0.056 -2.927 -0.877 0.62
O -0.677 -3.786 -0.421 -0.69
C 1.448 -3.239 -1.380 -0.66
H 1.357 -4.092 -2.056 0.45
H 2.018 -3.581 -0.512 0.25
C 2.201 -2.104 -2.072 -0.64
C 2.517 -0.966 -1.151 0.23
C 2.903 0.315 -1.408 -0.70
C 3.077 0.938 -0.147 -0.51
C 2.782 -0.003 0.792 0.23
O 2.448 -1.166 0.187 -0.27
C 2.804 0.034 2.282 -0.57
H 1.952 -0.535 2.663 0.27
C 4.100 -0.566 2.834 -1.19
H 4.959 -0.009 2.467 0.31
H 4.099 -0.531 3.920 0.38
H 4.199 -1.602 2.519 0.30
H 2.707 1.070 2.609 0.33
H 3.379 1.950 0.033 0.59
H 3.034 0.764 -2.370 0.51
H 1.634 -1.726 -2.926 0.29
H 3.138 -2.513 -2.465 0.33
H 0.215 -0.861 -1.304 0.04
S -2.667 -2.376 0.214 -0.33
C -3.800 -1.090 0.560 0.76
C -3.338 0.133 0.189 -0.32
C -4.101 1.404 0.366 -1.31
H -4.197 1.921 -0.586 0.30
H -3.576 2.068 1.049 0.25
H -5.092 1.201 0.761 0.41
C -5.104 -1.429 1.199 -1.45
H -5.938 -1.138 0.561 0.33
H -5.213 -0.920 2.157 0.33
H -5.159 -2.501 1.370 0.42
H 0.784 4.631 -0.449 0.40
H 0.910 2.905 -0.077 -0.08
H -0.180 3.935 0.864 0.30